[1]
C20H26ClN3O2S | ωB97M-V/def2-TZVPD

Positions of all 53 atoms, in Å:
C  -3.271645  -2.267490  2.025606
C  -4.327811  -1.168638  1.981651
C  -5.453080  -1.441861  0.976429
C  -5.197689  -0.960837  -0.457791
O  -4.251685  -1.739316  -1.161216
C  -2.933038  -1.407091  -1.195768
C  -2.094273  -2.385654  -1.735580
C  -0.733641  -2.184569  -1.812810
C  -0.164350  -1.000708  -1.361716
C  1.327870  -0.774713  -1.412089
C  1.831656  -0.247765  -0.096505
C  1.486122  -0.843233  1.106973
Cl  0.716041  -2.382615  1.140223
N  1.699173  -0.310271  2.296876
C  2.248155  0.894214  2.299355
S  2.420552  1.705457  3.828141
C  1.685020  0.460854  4.926983
N  2.714411  1.530756  1.243154
C  2.569802  0.954140  0.050481
N  3.101751  1.624919  -1.015995
C  3.945518  0.959757  -1.992900
C  3.857095  1.733041  -3.310914
O  4.267838  3.067366  -3.135848
C  3.486565  3.713447  -2.155464
C  3.553745  2.989649  -0.808434
C  -1.002537  -0.014837  -0.864177
C  -2.369468  -0.206526  -0.776642
H  -2.501610  -2.019027  2.752866
H  -3.723488  -3.213858  2.315820
H  -2.791769  -2.399025  1.060271
H  -4.771049  -1.080448  2.976789
H  -3.853465  -0.212055  1.754055
H  -6.361263  -0.935208  1.311065
H  -5.658745  -2.513369  0.948337
H  -6.125174  -1.078365  -1.029779
H  -4.932993  0.100677  -0.462085
H  -2.539870  -3.308242  -2.072954
H  -0.103370  -2.965152  -2.213550
H  1.533140  -0.040042  -2.193163
H  1.826128  -1.713555  -1.668955
H  2.233036  -0.469144  4.822834
H  0.645481  0.315179  4.653654
H  1.768491  0.850274  5.935876
H  3.653208  -0.078534  -2.128181
H  4.989920  0.984281  -1.645202
H  4.525162  1.301600  -4.057988
H  2.821928  1.703732  -3.686330
H  3.885028  4.724896  -2.067866
H  2.438455  3.761533  -2.488740
H  2.903995  3.470053  -0.078858
H  4.582707  3.006141  -0.426459
H  -0.581606  0.920897  -0.522234
H  -2.974372  0.589284  -0.371246

Atoms 1-6, force components in eV/Å:
C 0.0 0.2 0.0
C -0.1 -0.2 0.0
C 0.3 0.3 -0.2
C -0.5 0.1 0.4
O 0.2 -0.2 -0.1
C 0.3 -0.1 -0.2

Output
Spin multiplicity: 1
SMILES: CCCCOc1ccc(Cc2c(Cl)nc(SC)nc2N2CCOCC2)cc1
Total charge: 0
Kohn-Sham gap: 8.83 eV
LUMO: 0.678 eV

[2]
C30H65Br2N4O9S7 | ωB97M-V/def2-TZVPD

Positions of all 117 atoms, in Å:
C  -2.610545  -1.411780  3.418779
C  -3.641873  -0.436959  4.181406
O  -4.432540  -0.955644  5.034268
O  -3.773894  0.971114  3.940835
C  -4.019690  1.210734  2.514619
C  -2.756108  2.098269  1.987267
C  -2.865463  2.532440  0.438623
C  -2.810793  1.288231  -0.614665
C  -1.379604  1.063992  -1.310047
C  -1.061314  1.607861  -2.786672
C  -2.089386  2.633501  -3.462181
C  -2.528592  3.915675  -2.601670
Br  -3.657896  1.680299  -4.322665
N  -0.262433  1.525362  -0.370042
C  0.501538  2.808489  -0.319169
C  2.078844  2.648833  -0.760007
C  3.057113  3.094051  0.483679
Br  4.387722  1.650916  0.948694
C  0.147243  0.648273  0.578147
N  1.149289  0.765079  1.629915
S  -0.803040  -0.945948  0.385063
C  -0.980548  -0.531780  -1.467452
C  -2.179258  -1.501818  -1.888632
C  -2.873508  -2.288671  -0.633394
N  -2.637438  -3.597366  -0.532740
N  0.430437  -0.728143  -1.886164
C  0.589282  -1.440890  -2.959798
O  0.757271  -1.880534  -4.130964
H  -1.619359  -0.894432  3.140777
H  -3.113715  -1.940160  2.512950
H  -2.347202  -2.249564  4.171732
H  -4.969848  1.881953  2.473702
H  -4.169033  0.257538  1.894548
H  -2.811980  3.086445  2.603971
H  -1.769287  1.597302  2.290280
H  -3.927310  2.997376  0.315759
H  -2.130615  3.378366  0.197995
H  -3.592758  1.561064  -1.435022
H  -3.250690  0.384997  -0.068119
H  0.003475  2.064450  -2.918256
H  -1.055854  0.676289  -3.489276
H  -1.525897  3.068092  -4.387077
H  -1.818930  4.223096  -1.759863
H  -3.569815  3.696583  -2.134961
H  -2.694636  4.799714  -3.327881
H  0.420870  3.196525  0.777457
H  0.094246  3.652214  -0.977384
H  2.332882  1.541427  -0.958375
H  2.355420  3.353468  -1.625487
H  2.458629  3.265529  1.464947
H  3.657698  4.037378  0.237816
H  1.038319  -0.048258  2.272837
H  1.073837  1.657378  2.149134
H  -1.961758  -2.310391  -2.665348
H  -3.038741  -0.850586  -2.334658
H  -3.581837  -1.749889  0.111455
H  -3.172210  -3.932342  0.289274
C  8.003355  3.751469  1.564560
S  7.011458  3.423568  3.038041
O  6.247856  4.671919  3.352537
C  8.403811  3.335582  4.185468
H  7.329358  3.882112  0.716844
H  8.590076  4.661397  1.704484
H  8.663826  2.903696  1.373631
H  8.965937  4.271416  4.162969
H  9.051459  2.501396  3.909580
H  8.013622  3.171994  5.191531
C  0.343302  -7.573001  -1.906113
S  -1.353712  -6.994062  -2.126734
O  -2.112472  -8.082559  -2.816909
C  -0.963963  -5.736453  -3.363693
H  0.336635  -8.398410  -1.192461
H  0.745754  -7.921645  -2.859220
H  0.957430  -6.760645  -1.513055
H  -0.480426  -6.198675  -4.226747
H  -0.307418  -4.983206  -2.923531
H  -1.894954  -5.263404  -3.680610
C  4.867840  4.750463  9.179577
S  5.919219  3.890662  7.988243
O  7.320216  3.942297  8.507073
C  5.779190  5.130977  6.683311
H  4.841165  4.166771  10.100621
H  5.275406  5.741061  9.390223
H  3.856690  4.837381  8.777532
H  6.130215  6.098659  7.047722
H  4.739006  5.206138  6.360978
H  6.396006  4.816734  5.839866
C  3.348345  -1.200106  -8.523195
S  4.097827  -1.379843  -6.889278
O  5.418472  -2.053253  -7.073355
C  2.934828  -2.623280  -6.285497
H  3.941703  -0.488297  -9.098387
H  3.339067  -2.162977  -9.037537
H  2.330392  -0.820053  -8.417829
H  2.950882  -3.498302  -6.938520
H  1.930654  -2.197737  -6.252459
H  3.235235  -2.917782  -5.278773
C  -5.489435  6.961044  0.504546
S  -5.826749  5.192793  0.360489
O  -5.181267  4.713466  -0.903102
C  -7.594382  5.364119  0.035165
H  -4.420338  7.095900  0.673879
H  -5.777681  7.472076  -0.416000
H  -6.043639  7.369987  1.351197
H  -7.752279  5.974104  -0.856438
H  -8.080714  5.824854  0.896911
H  -8.013925  4.370070  -0.127347
C  -2.308004  -10.757028  -1.584708
S  -1.569995  -10.954236  0.051158
O  -0.241917  -11.617118  -0.132709
C  -2.728446  -12.212963  0.631248
H  -1.716324  -10.034795  -2.144862
H  -2.307705  -11.713026  -2.112550
H  -3.328692  -10.384640  -1.481891
H  -2.701723  -13.079058  -0.032992
H  -3.736145  -11.794385  0.662928
H  -2.432653  -12.518314  1.636235

Atoms 1-6, force components in eV/Å:
C 0.2 0.0 0.5
C -3.4 -1.9 3.1
O 3.9 2.4 -3.7
O 0.3 -3.0 -1.3
C 0.8 1.8 -0.6
C -0.7 0.8 0.2

Output
Spin multiplicity: 1
Total charge: +1
Kohn-Sham gap: 6.15 eV
LUMO: -3.691 eV

[3]
C13H24BFN2O5 | ωB97M-V/def2-TZVPD

Positions of all 46 atoms, in Å:
C  3.127330  3.394773  -0.248406
C  2.592400  2.536022  -0.944078
B  1.758317  1.425972  -1.727244
C  2.489723  0.091261  -2.334254
O  2.729989  0.147933  -3.534393
N  2.858356  -1.047200  -1.499058
C  4.285439  -1.211739  -1.364901
O  4.985937  -0.664849  -0.574241
F  4.862714  -2.138991  -2.242177
N  0.290963  1.651725  -1.839507
C  -0.173223  1.790816  -3.251433
C  -0.437231  0.633227  -1.096701
C  -1.045870  -0.690038  -1.699457
O  -0.556822  0.790711  0.115491
H  3.289827  4.407449  0.200544
H  2.372946  -1.054913  -0.598948
H  0.052633  0.881293  -3.884405
H  -1.274541  2.060338  -3.264788
H  0.371078  2.682944  -3.697857
H  -0.875727  -0.773805  -2.807482
H  -0.599211  -1.561944  -1.134911
H  -2.155804  -0.692059  -1.489135
C  -3.377493  -4.456421  -0.280977
C  -4.497609  -3.472531  -0.580537
C  -5.637533  -4.143512  -1.330683
O  -3.985708  -2.392452  -1.360746
H  -2.955918  -4.860633  -1.206719
H  -2.561241  -3.958728  0.248121
H  -3.734911  -5.287602  0.331025
H  -4.872566  -3.047449  0.353269
H  -5.292886  -4.537113  -2.292064
H  -6.429440  -3.423370  -1.548701
H  -6.062686  -4.965288  -0.750020
H  -3.651113  -2.757124  -2.190089
C  1.473124  3.968069  4.645369
C  1.762980  2.881326  3.621794
C  2.287543  1.619348  4.288286
O  2.725651  3.357463  2.682076
H  2.383189  4.247367  5.185787
H  1.107683  4.871816  4.152070
H  0.724901  3.638738  5.369967
H  0.852918  2.650455  3.063292
H  3.225422  1.818534  4.816498
H  2.501603  0.851922  3.540927
H  1.563618  1.219794  5.002195
H  3.536114  3.565075  3.164622

Atoms 1-6, force components in eV/Å:
C -1.1 0.7 -0.9
C 0.0 -0.5 -0.1
B 0.6 1.1 1.5
C -0.3 0.3 -0.8
O 0.1 -0.3 1.8
N 0.8 0.4 -0.9

Output
Spin multiplicity: 1
SMILES: C#CB(C(=O)NC(=O)F)N(C)C(C)=O.CC(C)O.CC(C)O
Total charge: 0
Kohn-Sham gap: 8.92 eV
LUMO: -0.599 eV

[4]
C2H2N3P | ωB97M-V/def2-TZVPD

Positions of all 8 atoms, in Å:
N  -1.543438  -0.924327  -2.038782
C  -0.856282  -0.480610  -1.266164
N  -0.188848  0.177739  -0.299864
P  1.492462  -0.792567  0.208172
C  -0.538766  1.369051  0.150851
N  -1.040437  2.311493  0.550930
H  0.674787  -1.543326  1.242667
H  2.000522  -0.117453  1.452190

Atoms 1-6, force components in eV/Å:
N -1.9 -1.8 -2.5
C 1.5 2.4 2.8
N 3.3 -2.0 0.3
P -2.4 0.2 2.2
C -0.6 -1.1 -0.4
N -0.2 1.6 0.6

Output
Spin multiplicity: 1
SMILES: N#CN(P)C#N
Total charge: 0
Kohn-Sham gap: 9.28 eV
LUMO: -1.047 eV